Here is C29H24F2N5Pd as an isolated structure in a non-equilibrium geometry from OMol25. Energies are from wB97M-V/def2-TZVPD.

XYZ file:
```
61
Properties=species:S:1:pos:R:3:forces:R:3
Pd -0.240 -0.199 -0.236 0.2 -0.7 0.9
C 1.697 -1.045 -2.180 -1.4 0.9 1.5
N 1.322 -1.802 -0.950 -0.6 2.0 0.4
C 2.373 -1.976 0.072 -1.6 0.0 0.3
C 2.122 -1.150 1.335 0.4 0.6 1.3
C 3.060 -1.283 2.376 -1.9 1.0 -0.8
C 2.957 -0.598 3.560 0.0 -0.1 -0.2
C 1.856 0.208 3.761 -0.3 1.3 -0.6
C 0.972 0.360 2.707 -0.1 -1.8 -0.5
N 1.052 -0.354 1.525 0.8 0.6 0.5
C 0.533 -2.971 -1.130 0.1 -2.2 -0.4
C -0.446 -3.231 0.017 0.6 0.2 -0.2
C -0.737 -4.506 0.472 1.3 -0.9 -0.7
C -1.608 -4.648 1.524 -1.1 0.3 1.5
C -2.104 -3.516 2.221 0.6 -0.5 -0.7
C -1.701 -2.286 1.696 -1.4 0.2 1.3
N -0.998 -2.136 0.612 1.8 -0.8 -2.1
C 0.450 -0.662 -2.983 -0.1 -0.9 -1.1
C 0.419 -0.829 -4.382 0.7 0.0 1.0
C -0.765 -0.619 -5.038 -1.6 1.7 -1.1
C -1.888 -0.074 -4.342 2.5 -1.2 -0.1
C -1.766 0.058 -2.984 -1.5 0.8 0.8
N -0.651 -0.273 -2.328 0.7 0.1 0.4
H 2.406 -1.571 -2.756 0.8 -0.6 -0.9
H 2.136 -0.125 -1.777 0.3 0.0 -0.3
H 3.317 -1.838 -0.406 1.0 0.5 0.0
H 2.381 -3.018 0.420 -0.1 0.1 -0.3
H 3.826 -1.922 2.167 2.3 -1.6 -0.2
H 3.729 -0.659 4.292 0.4 -0.2 0.5
H 1.756 0.871 4.624 -0.1 -0.5 -0.1
H 0.057 0.892 2.857 -0.3 0.5 -0.2
H 1.270 -3.808 -1.294 -1.1 0.2 0.4
H -0.028 -2.940 -2.057 -0.2 0.3 -0.2
H -0.202 -5.448 0.109 -0.9 1.6 0.1
H -1.850 -5.667 1.827 -0.1 0.4 0.2
H -2.720 -3.576 3.132 0.4 0.0 -0.7
H -1.967 -1.324 2.107 -0.4 -0.2 0.7
H 1.351 -1.071 -4.886 -0.3 -0.2 -0.1
H -0.893 -0.636 -6.148 0.5 -0.4 1.1
H -2.703 0.234 -4.922 -1.3 0.3 -0.3
H -2.587 0.475 -2.333 0.9 -0.5 -0.9
F 3.821 4.539 -0.724 1.4 0.4 -0.3
C 2.692 4.171 -0.378 -8.5 0.7 1.0
C 2.358 2.875 0.196 5.3 -0.1 -0.6
C 1.152 2.394 0.497 -2.4 2.8 -0.7
C -0.074 3.268 0.322 -0.7 -1.9 0.9
C 0.191 4.572 -0.238 0.3 -3.8 1.9
F -0.713 5.395 -0.464 -4.8 2.4 -0.5
C 1.355 5.056 -0.514 8.4 -0.7 -1.1
C -1.525 2.790 0.727 4.1 -1.1 -1.8
C -2.473 3.642 1.161 0.2 2.3 0.0
C -3.699 3.266 1.577 -1.0 -4.3 0.1
C -3.959 1.860 1.362 0.3 1.4 -0.4
C -2.977 1.036 0.863 2.7 0.4 -0.1
N -1.720 1.480 0.596 -0.4 -0.2 0.2
H 3.427 2.430 0.305 -2.2 -0.5 0.4
H 1.406 6.048 -0.913 0.3 0.4 -0.1
H -2.198 4.648 1.063 0.0 1.5 0.6
H -4.434 3.797 2.134 -0.3 1.0 -0.2
H -4.918 1.417 1.415 -1.0 -0.1 0.7
H -2.900 -0.023 0.733 -1.6 -0.6 0.0
```
Forces are in eV/Å.

Results
<S²>: 6.037
Spin multiplicity: 5
Gap between HOMO and LUMO (alpha / beta) (eV): 7.2 / 5.2
Highest occupied orbital energy (alpha / beta) (eV): -17.097 / -17.666
LUMO (alpha / beta) (eV): -9.86 / -12.43
Total charge: +3

Results of the natural (NBO) charge analysis, in e, for atoms 1 through 4:
1. Pd 1.140
2. C -0.250
3. N -0.405
4. C -0.270

=====

Here is one molecule with the formula C29H24F6N2O2S in a non-equilibrium geometry from OMol25. Energies are from wB97M-V/def2-TZVPD.

XYZ file:
```
64
Properties=species:S:1:pos:R:3:forces:R:3
C 5.814 -0.455 -2.485 -0.8 0.1 0.4
O 4.568 -0.274 -1.767 0.8 -0.2 -0.6
C 3.404 -0.474 -2.446 -1.1 0.0 -0.1
C 3.332 -0.789 -3.837 -0.2 0.1 0.8
C 2.090 -0.970 -4.448 -0.1 0.0 0.3
C 0.946 -0.841 -3.661 -0.3 0.5 0.4
C 1.006 -0.466 -2.283 -0.9 -0.4 -1.1
C 2.227 -0.319 -1.666 1.4 0.0 -0.3
C -0.363 -0.324 -1.831 0.0 -0.3 -0.5
C -0.725 0.137 -0.455 0.3 0.0 0.5
S -0.149 1.937 -0.315 -0.3 0.4 -1.1
C 0.984 2.142 0.994 0.6 0.2 1.2
C 2.337 2.513 0.810 -0.7 -0.3 0.1
C 3.182 2.634 1.909 0.2 0.2 0.2
C 4.657 2.920 1.714 0.6 -0.1 -0.2
F 4.881 3.856 0.744 -0.1 -0.8 0.8
F 5.321 1.776 1.335 -0.5 1.2 0.3
F 5.257 3.371 2.859 -0.5 -0.4 -1.1
C 2.717 2.433 3.204 -0.3 -0.2 0.0
C 1.362 2.162 3.385 0.3 0.0 0.3
C 0.834 1.887 4.768 -0.3 -0.2 0.6
F -0.412 2.420 4.947 1.0 -0.5 0.0
F 0.724 0.527 4.978 0.0 1.3 0.0
F 1.642 2.378 5.752 -0.7 -0.4 -0.8
C 0.493 2.067 2.310 0.2 -0.2 -0.4
C -2.174 0.055 -0.132 -0.8 -0.1 -0.3
C -3.186 0.675 -0.844 -0.3 -0.9 0.8
N -4.414 0.314 -0.310 0.2 0.1 0.0
C -5.707 0.789 -0.766 0.1 0.2 -0.1
C -4.215 -0.541 0.761 1.0 0.2 -0.2
C -5.150 -1.152 1.594 0.1 -0.2 0.3
C -4.692 -2.039 2.556 0.5 0.1 -0.2
C -3.302 -2.323 2.669 0.7 0.8 -1.0
O -2.989 -3.245 3.618 0.6 -0.3 0.2
C -1.616 -3.641 3.817 -0.8 0.3 -0.2
C -2.343 -1.674 1.837 -0.6 -0.9 1.2
C -2.801 -0.750 0.902 -1.1 0.6 -0.9
C -1.185 -0.639 -2.903 1.5 0.2 0.3
N -0.399 -0.934 -4.009 -0.3 0.0 0.1
C -0.897 -1.183 -5.350 -0.2 0.0 0.0
H 6.572 -0.291 -1.716 0.0 -0.1 -0.3
H 5.894 -1.477 -2.897 0.0 0.4 0.2
H 5.912 0.290 -3.293 0.0 -0.3 0.3
H 4.246 -0.894 -4.419 -0.3 0.1 0.1
H 2.011 -1.184 -5.512 0.2 0.0 0.2
H 2.299 -0.074 -0.604 0.2 0.0 -0.4
H -0.164 -0.427 0.304 0.0 0.2 -0.2
H 2.704 2.721 -0.188 0.0 -0.2 0.0
H 3.391 2.475 4.055 -0.2 0.1 -0.2
H -0.575 1.942 2.470 0.2 -0.2 0.0
H -3.138 1.276 -1.747 0.0 0.0 0.4
H -6.492 0.386 -0.117 0.2 0.1 -0.3
H -5.742 1.886 -0.727 -0.1 -0.2 0.0
H -5.895 0.479 -1.803 0.0 0.0 0.3
H -6.209 -0.926 1.497 0.2 -0.2 0.1
H -5.379 -2.551 3.231 0.2 0.2 -0.2
H -1.670 -4.339 4.654 0.2 0.1 -0.2
H -1.224 -4.145 2.922 0.0 0.1 0.2
H -0.988 -2.776 4.076 -0.1 -0.2 -0.1
H -1.275 -1.897 1.919 -0.4 0.0 0.1
H -2.263 -0.692 -2.937 0.1 0.0 -0.1
H -0.044 -1.274 -6.034 -0.3 0.0 0.2
H -1.491 -2.109 -5.389 0.3 0.2 0.0
H -1.539 -0.359 -5.701 0.3 -0.2 0.1
```
Forces are in eV/Å.

Results
Energy above the lowest of the compared OMol25 structures with the same formula, charge and spin (kcal/mol): 0.0
Gap between HOMO and LUMO (eV): 7.8
Highest occupied orbital energy (eV): -7.506
SMILES: COc1ccc2c(c1)c(C(Sc1cc(C(F)(F)F)cc(C(F)(F)F)c1)c1cn(C)c3ccc(OC)cc13)cn2C
LUMO (eV): 0.28

Results of the natural (NBO) charge analysis, in e, for atoms 1 through 4:
1. C -0.258
2. O -0.502
3. C 0.301
4. C -0.311

=====

Here is C29H24MnN6S2 as an isolated structure in a non-equilibrium geometry from OMol25. Energies are from wB97M-V/def2-TZVPD.

XYZ file:
```
62
Properties=species:S:1:pos:R:3:forces:R:3
Mn -0.896 0.965 -0.041 -0.9 2.3 0.9
C -1.737 2.084 -4.298 -1.2 0.1 0.3
C -1.197 1.057 -5.091 0.2 -0.2 2.7
C -0.840 -0.109 -4.424 -0.4 -0.1 1.0
C -1.025 -0.206 -3.006 1.1 0.6 -0.3
N -1.507 0.807 -2.263 0.1 -0.5 0.3
C -1.957 1.857 -2.944 -0.5 1.4 -0.1
N -0.694 -1.376 -2.395 -0.8 -1.0 -0.1
C -0.871 -1.700 -1.169 0.8 0.1 0.8
N -0.760 -0.894 0.016 -0.2 -1.2 -1.3
C -1.048 -1.679 1.111 0.4 0.6 1.1
N -1.027 -1.446 2.374 -0.1 -1.0 0.2
C -0.815 -0.305 3.047 0.5 2.8 1.1
C -0.680 -0.319 4.502 0.4 -1.0 -1.6
C -0.637 0.846 5.238 -0.9 0.7 -0.6
C -0.684 2.075 4.521 -0.2 -0.7 0.6
C -0.674 2.038 3.141 0.1 -0.2 -0.3
N -0.761 0.895 2.396 -0.1 -0.1 0.0
C -1.331 -3.011 0.675 -0.5 -1.2 -1.9
C -1.713 -4.117 1.393 -1.0 -0.9 1.0
C -1.958 -5.337 0.744 0.9 1.0 -1.3
C -1.809 -5.346 -0.672 -0.3 -1.3 1.9
C -1.325 -4.283 -1.359 0.2 1.7 -2.1
C -1.180 -3.063 -0.721 0.6 -0.5 1.6
H -2.186 3.012 -4.693 0.6 -0.7 0.0
H -1.046 1.209 -6.107 0.2 0.0 -1.7
H -0.462 -1.032 -4.852 0.0 0.4 -0.4
H -2.563 2.554 -2.343 0.6 -0.1 -0.5
H -0.512 -1.337 4.867 -0.5 0.5 0.4
H -0.726 0.921 6.337 0.5 -0.5 -0.7
H -0.794 2.988 5.127 0.4 -0.3 -0.8
H -0.555 2.943 2.556 -0.3 0.0 0.1
H -1.997 -3.994 2.440 0.6 -0.1 -0.1
H -2.092 -6.290 1.256 -0.5 0.5 0.1
H -2.099 -6.233 -1.197 0.3 -0.5 -0.2
H -1.078 -4.328 -2.430 -0.4 -0.1 0.5
S -1.557 5.140 -1.250 1.4 -0.6 0.5
C -3.024 4.646 -0.584 0.1 -0.7 -0.3
C -2.957 3.401 0.033 -0.8 0.6 -0.4
C -1.667 2.847 -0.033 1.9 0.8 -0.6
C -0.716 3.730 -0.625 -1.7 -0.8 0.0
C 0.642 3.250 -0.922 -0.2 -0.2 0.4
C 1.646 3.933 -1.573 1.1 0.7 -1.9
C 2.855 3.272 -1.881 -0.4 -1.2 2.0
C 3.043 1.960 -1.329 -0.2 1.9 -1.6
C 2.017 1.341 -0.707 -0.9 1.4 0.3
N 0.866 1.994 -0.500 -0.7 -0.8 0.2
H -3.831 5.297 -0.895 -0.4 -0.3 0.7
H -3.839 2.905 0.449 0.4 0.2 -0.1
H 1.411 4.919 -2.018 0.4 -0.6 0.5
H 3.727 3.701 -2.371 -0.6 0.3 -0.2
H 3.915 1.411 -1.527 1.2 -0.4 -0.1
H 2.078 0.365 -0.314 0.1 -1.1 0.3
C 3.250 -2.652 0.737 0.7 1.0 0.7
S 4.982 -3.098 0.698 0.6 0.0 -0.5
C 5.413 -2.661 2.373 -0.7 0.7 0.3
H 2.703 -3.345 1.310 -0.7 -0.9 1.0
H 2.881 -2.767 -0.246 -0.4 0.3 -1.2
H 3.093 -1.641 1.165 0.0 -0.4 -0.5
H 5.456 -1.570 2.538 0.4 -0.5 -0.2
H 6.245 -3.205 2.772 0.8 0.0 -0.3
H 4.603 -3.018 2.965 -0.8 -0.2 0.7
```
Forces are in eV/Å.

Results
<S²>: 6.142
Spin multiplicity: 5
Energy above the lowest of the compared OMol25 structures with the same formula, charge and spin (kcal/mol): 46.7
Gap between HOMO and LUMO (alpha / beta) (eV): 5.8 / 6.5
Highest occupied orbital energy (alpha / beta) (eV): -10.309 / -10.310
LUMO (alpha / beta) (eV): -4.49 / -3.84
Total charge: +1

Results of the natural (NBO) charge analysis, in e, for atoms 1 through 4:
1. Mn 1.626
2. C -0.275
3. C -0.123
4. C -0.235